32
Properties=species:S:1:pos:R:3 method="wB97M-V/def2-TZVPD" lumo_ha=-0.263 mol_weight_g_mol=426.63 total_charge=+2 homo_lumo_gap_ev=8.8 homo_energy_ev=-15.955
Hf -0.08734 0.19656 -0.13150
O 1.52466 0.60856 -2.30050
O -1.53234 -2.70644 -2.04550
O 1.81066 1.17956 0.35250
O -0.47534 1.03256 1.53250
O -0.85334 -1.51044 0.83650
O -2.34634 1.79656 2.35150
O -2.28334 0.38056 -0.15650
O -0.79134 -1.49644 -3.75450
O 1.47466 -1.26944 -0.43450
O -0.56334 1.70756 3.64050
O -0.67934 -0.69344 -1.78450
O 1.29666 -0.62944 2.36250
O -0.33034 2.13656 -0.95950
C -0.97034 -1.62544 -2.56850
C -1.14134 1.47756 2.47150
H 2.04566 1.37156 -2.54850
H 1.69166 -0.08544 3.04450
H 1.53266 -1.55744 2.57950
H 0.33966 1.43456 3.76450
H 1.62966 0.03256 -3.07150
H -2.77034 1.19156 0.00750
H 1.49266 -2.15044 -0.16750
H 2.56066 0.90956 0.84550
H -1.77034 -3.44144 -2.58650
H 0.00466 2.29156 -1.87850
H 2.42566 -1.04244 -0.62250
H -2.85034 -0.37544 -0.36050
H 2.20266 1.98456 -0.01650
H -0.93734 2.82456 -0.89850
H -0.44734 -2.40944 0.76150
H -1.20234 -1.56344 1.73550